A cluster of 9 separate species, C19H37Br3N12O10 in total at a distorted geometry. Source: the OMol25 dataset; level of theory: wB97M-V/def2-TZVPD.

Values from the calculation:
- HOMO (eV) = -7.75
- 2S+1 = 1
- gap between HOMO and LUMO (eV) = 6.84
- E (a.u.) = -9877.7142
- total charge = 0

Last column: Mulliken charge in e.
Positions of all 81 atoms, in Å:
C (1.25, 10.37, -12.73)  -0.38
Br (2.20, 9.05, -11.41)  -0.02
Br (-0.43, 11.03, -11.94)  0.00
Br (0.98, 9.41, -14.54)  -0.03
H (1.96, 11.16, -12.99)  0.43
C (10.30, 5.12, -18.64)  -0.60
C (9.06, 5.18, -19.27)  -0.48
C (8.11, 6.14, -18.85)  0.22
C (8.35, 6.99, -17.76)  -0.30
C (9.52, 6.80, -17.04)  -0.65
C (10.46, 5.86, -17.48)  0.96
O (11.61, 5.55, -16.80)  -0.55
O (6.96, 6.34, -19.72)  -0.10
H (10.88, 4.23, -18.81)  0.33
H (8.86, 4.54, -20.12)  0.42
H (7.55, 7.62, -17.41)  0.48
H (9.69, 7.24, -16.07)  0.21
H (11.70, 6.14, -16.04)  0.30
H (6.43, 7.11, -19.49)  -0.15
C (5.75, 3.96, -16.90)  -1.56
C (5.98, 3.57, -18.20)  1.08
C (5.25, 2.53, -18.78)  -0.21
C (4.12, 2.14, -18.17)  -0.02
C (3.74, 2.72, -16.96)  -1.19
C (4.65, 3.49, -16.27)  1.07
O (4.14, 4.16, -15.17)  -0.58
O (5.59, 1.95, -19.97)  -0.62
H (6.44, 4.64, -16.42)  0.50
H (6.95, 3.84, -18.60)  0.06
H (3.50, 1.41, -18.68)  0.43
H (2.92, 2.23, -16.45)  0.45
H (4.57, 5.01, -15.05)  0.25
H (6.55, 1.94, -20.07)  0.33
C (5.69, 9.65, -20.60)  0.46
O (5.24, 8.66, -20.13)  -0.48
N (6.73, 9.75, -21.34)  -0.37
N (5.13, 10.88, -20.63)  -0.56
H (6.92, 10.51, -21.99)  0.18
H (7.32, 8.93, -21.34)  0.24
H (5.70, 11.69, -20.84)  0.22
H (4.40, 10.95, -19.93)  0.21
C (3.50, 5.51, -21.19)  0.51
O (2.57, 4.91, -20.73)  -0.87
N (4.67, 5.08, -21.27)  -0.20
N (3.47, 6.65, -21.79)  -0.30
H (5.46, 5.70, -21.39)  0.04
H (4.75, 4.07, -21.24)  0.24
H (2.55, 7.06, -21.87)  0.26
H (4.33, 7.15, -21.99)  0.09
C (7.74, 5.66, -13.60)  0.58
O (8.37, 6.45, -14.28)  -0.64
N (8.32, 4.84, -12.64)  -0.55
N (6.46, 5.63, -13.46)  -0.23
H (9.33, 4.81, -12.70)  0.25
H (7.86, 4.00, -12.32)  0.21
H (6.31, 5.55, -12.46)  0.24
H (5.87, 6.18, -14.07)  0.38
C (-0.63, 5.25, -19.91)  0.44
O (-1.78, 5.46, -19.67)  -0.70
N (-0.21, 4.31, -20.70)  -0.39
N (0.39, 5.92, -19.51)  -0.16
H (-0.99, 3.97, -21.25)  0.20
H (0.74, 4.30, -21.02)  0.41
H (1.24, 5.38, -19.52)  0.29
H (0.39, 6.77, -18.96)  0.12
C (4.24, 7.09, -16.72)  0.47
O (4.66, 6.70, -15.59)  -0.95
N (4.22, 6.49, -17.83)  0.65
N (3.65, 8.20, -16.91)  0.07
H (3.52, 6.69, -18.52)  -0.07
H (4.70, 5.60, -17.89)  -0.45
H (3.55, 8.43, -17.88)  0.10
H (3.10, 8.62, -16.17)  -0.10
C (4.83, 11.44, -16.77)  0.58
O (5.03, 10.77, -15.77)  -0.56
N (3.71, 11.69, -17.39)  -0.39
N (5.68, 12.18, -17.38)  -0.39
H (3.38, 12.52, -17.85)  0.23
H (3.10, 11.04, -16.92)  0.17
H (5.42, 13.01, -17.89)  0.20
H (6.53, 11.68, -17.60)  0.21

***

A cluster of 2 separate species, C19H37ClO5S in total. Source: the OMol25 dataset; level of theory: wB97M-V/def2-TZVPD.

Values from the calculation:
- HOMO (eV) = -9.91
- 2S+1 = 1
- gap between HOMO and LUMO (eV) = 10.45
- E (a.u.) = -1980.7392
- total charge = 0

Last column: Mulliken charge in e.
Positions of all 63 atoms, in Å:
C (3.61, -1.99, 1.20)  -1.68
C (3.80, -0.81, 0.25)  1.27
C (4.66, -1.19, -0.95)  -1.70
C (2.48, -0.16, -0.19)  -0.94
C (1.36, -1.12, -0.59)  -1.13
C (0.00, -0.47, -0.60)  0.13
C (-1.13, -1.43, -0.97)  -1.69
C (-2.43, -0.72, -1.40)  2.51
C (-3.52, -1.78, -1.68)  -1.60
C (-3.98, -2.65, -0.51)  -0.84
C (-5.05, -2.02, 0.39)  -0.21
Cl (-6.38, -3.17, 0.76)  -0.23
C (-2.87, 0.29, -0.32)  -1.30
C (-4.09, 1.20, -0.61)  -0.99
C (-3.83, 2.57, -1.25)  -0.84
C (-2.60, 3.30, -0.74)  -0.38
O (-2.70, 3.39, 0.68)  -0.55
C (-2.14, -0.03, -2.75)  -1.15
S (-0.48, 0.56, -2.95)  1.55
O (0.29, -0.48, -3.57)  -0.66
O (-0.49, 1.88, -3.49)  -0.74
O (0.00, 0.72, -1.45)  -0.55
H (2.70, -1.88, 1.80)  0.37
H (4.43, -2.06, 1.91)  0.34
H (3.53, -2.94, 0.66)  0.43
H (4.35, -0.05, 0.81)  -0.05
H (4.72, -0.37, -1.67)  0.40
H (4.27, -2.07, -1.47)  0.34
H (5.68, -1.42, -0.63)  0.45
H (2.12, 0.51, 0.61)  0.41
H (2.68, 0.48, -1.05)  0.17
H (1.55, -1.54, -1.58)  0.31
H (1.30, -1.96, 0.12)  0.34
H (-0.20, -0.05, 0.39)  0.77
H (-0.81, -2.08, -1.79)  0.37
H (-1.29, -2.07, -0.10)  0.65
H (-4.40, -1.29, -2.11)  0.51
H (-3.13, -2.43, -2.46)  0.59
H (-3.14, -2.97, 0.11)  0.21
H (-4.40, -3.57, -0.93)  0.60
H (-4.66, -1.72, 1.36)  0.35
H (-5.52, -1.16, -0.08)  0.02
H (-2.04, 0.93, -0.03)  0.69
H (-3.09, -0.30, 0.58)  0.33
H (-4.82, 0.67, -1.21)  0.30
H (-4.58, 1.39, 0.35)  0.42
H (-3.75, 2.52, -2.34)  0.41
H (-4.70, 3.20, -1.05)  0.47
H (-1.69, 2.78, -1.04)  0.13
H (-2.56, 4.30, -1.19)  0.41
H (-1.94, 3.88, 1.01)  0.31
H (-2.26, -0.74, -3.57)  0.68
H (-2.81, 0.81, -2.93)  -0.05
C (5.36, 0.64, 4.69)  -1.22
C (4.46, 1.25, 3.65)  0.94
O (3.44, 0.70, 3.30)  -0.50
C (4.89, 2.56, 3.05)  -1.24
H (4.95, -0.30, 5.04)  0.31
H (6.36, 0.47, 4.27)  0.32
H (5.48, 1.33, 5.53)  0.39
H (5.87, 2.45, 2.58)  0.32
H (4.99, 3.31, 3.83)  0.43
H (4.16, 2.89, 2.31)  0.29

***

A structure of composition C19H37N2O2PSiTc at a distorted geometry. Source: the OMol25 dataset; level of theory: wB97M-V/def2-TZVPD.

Values from the calculation:
- HOMO (spin up / spin down) (eV) = -6.02 / -6.99
- 2S+1 = 4
- gap between HOMO and LUMO (spin up / spin down) (eV) = 6.51 / 6.58
- E (a.u.) = -1717.7370
- total charge = 0

Last column: Mulliken charge in e.
Positions of all 63 atoms, in Å:
Tc (-0.06, -0.27, -0.07)  0.58
Si (0.14, -2.23, -1.37)  0.84
P (0.46, 0.80, -2.01)  1.76
N (-1.83, 0.07, -0.29)  -0.55
H (3.90, 1.77, 0.21)  0.25
C (0.71, 2.59, -1.70)  -1.32
H (1.03, 3.08, -2.63)  0.41
H (1.48, 2.70, -0.92)  0.26
H (-0.23, 3.03, -1.35)  0.30
C (1.96, 0.42, -2.98)  -1.18
H (2.01, 1.11, -3.83)  0.45
H (1.94, -0.61, -3.35)  0.29
H (2.84, 0.55, -2.34)  0.23
C (-0.85, 0.83, -3.28)  -1.30
H (-0.48, 1.36, -4.17)  0.43
H (-1.73, 1.35, -2.87)  0.33
H (-1.14, -0.20, -3.55)  0.27
C (1.85, -3.00, -1.58)  -1.14
H (2.29, -3.16, -0.59)  0.25
H (2.52, -2.38, -2.18)  0.27
H (1.73, -3.97, -2.07)  0.37
H (-0.66, -3.27, -0.67)  -0.29
H (-0.39, -2.26, -2.76)  -0.27
C (-3.15, 0.06, -0.47)  0.05
C (-5.38, 0.92, -0.01)  -0.44
C (-4.01, 1.01, 0.16)  -0.45
C (-3.73, -0.96, -1.29)  -0.05
C (-5.11, -1.03, -1.45)  -0.53
C (-5.94, -0.09, -0.82)  -0.42
H (-6.03, 1.63, 0.50)  0.34
H (-3.53, 1.77, 0.78)  0.40
H (-3.05, -1.68, -1.75)  0.18
H (-5.53, -1.83, -2.05)  0.35
H (-7.02, -0.15, -0.94)  0.34
C (3.38, 0.86, 0.54)  0.23
O (2.05, 0.55, 0.08)  -0.59
C (3.24, 1.06, 2.04)  -1.05
H (3.99, 1.79, 2.38)  0.41
H (3.44, 0.12, 2.58)  0.19
H (2.24, 1.42, 2.29)  0.09
C (4.33, -0.24, 0.12)  -1.25
H (5.32, 0.18, -0.05)  0.33
H (3.99, -0.77, -0.77)  0.20
H (4.44, -0.97, 0.92)  0.34
O (-0.32, -0.79, 1.88)  -0.59
C (-0.40, -0.78, 3.15)  0.38
C (0.80, -1.10, 4.01)  -0.82
C (1.25, 0.07, 4.88)  -0.33
C (0.46, 0.23, 6.17)  -0.91
C (-1.00, 0.61, 5.94)  -0.58
C (-1.79, -0.47, 5.21)  -0.80
N (-1.56, -0.50, 3.76)  -0.06
H (0.54, -1.97, 4.63)  0.43
H (1.60, -1.39, 3.31)  0.29
H (2.31, -0.10, 5.13)  0.36
H (1.22, 1.00, 4.30)  0.27
H (0.50, -0.70, 6.75)  0.35
H (0.94, 1.01, 6.77)  0.36
H (-1.48, 0.77, 6.91)  0.35
H (-1.06, 1.56, 5.39)  0.32
H (-1.56, -1.44, 5.66)  0.29
H (-2.86, -0.29, 5.35)  0.42
H (-2.38, -0.44, 3.15)  0.36

***

An isolated molecule of C19H37N3. Source: the OMol25 dataset; level of theory: wB97M-V/def2-TZVPD.

Values from the calculation:
- HOMO (eV) = -8.26
- 2S+1 = 1
- gap between HOMO and LUMO (eV) = 9.10
- E (a.u.) = -910.3791
- total charge = 0

Last column: Mulliken charge in e.
Positions of all 59 atoms, in Å:
C (5.26, -0.68, 3.54)  -1.50
C (4.30, -1.76, 3.94)  1.32
C (3.45, -2.30, 3.07)  -0.75
C (2.43, -3.35, 3.35)  -0.77
H (2.81, -4.08, 4.07)  0.45
H (2.20, -3.88, 2.43)  0.39
C (1.12, -2.76, 3.92)  -1.23
C (0.47, -1.81, 2.94)  0.83
C (-0.28, -2.29, 1.95)  -0.58
C (-0.95, -1.50, 0.86)  -0.67
H (-1.15, -0.48, 1.19)  0.25
H (-1.91, -1.97, 0.62)  0.36
C (-0.07, -1.48, -0.39)  -0.80
H (0.14, -2.51, -0.69)  0.39
H (0.88, -1.00, -0.16)  0.33
C (-0.72, -0.76, -1.58)  0.26
N (-0.94, 0.66, -1.34)  -0.22
H (-0.30, 0.99, -0.62)  0.28
C (-2.30, 1.07, -1.05)  -0.96
H (-2.27, 2.06, -0.59)  0.47
C (-3.16, 1.19, -2.32)  -0.66
N (-2.96, 2.46, -2.99)  0.06
C (-4.03, 2.79, -3.91)  -0.55
H (-4.98, 2.73, -3.39)  0.41
C (-3.82, 4.21, -4.44)  -0.90
N (-2.53, 4.39, -5.09)  -0.38
H (-2.50, 3.81, -5.92)  0.29
C (-1.47, 3.97, -4.18)  -1.04
H (-0.52, 4.05, -4.70)  0.41
H (-1.48, 4.67, -3.34)  0.36
C (-1.68, 2.55, -3.66)  -0.19
H (-0.90, 2.28, -2.95)  0.35
H (-1.63, 1.84, -4.51)  0.21
H (-4.61, 4.47, -5.15)  0.40
H (-3.86, 4.91, -3.60)  0.33
H (-4.06, 2.08, -4.77)  0.33
H (-2.94, 0.34, -2.99)  0.31
H (-4.21, 1.13, -2.03)  0.51
H (-2.81, 0.38, -0.36)  0.36
C (0.17, -0.91, -2.82)  -1.82
H (1.14, -0.46, -2.64)  0.34
H (0.30, -1.95, -3.08)  0.44
H (-0.29, -0.39, -3.67)  0.37
H (-1.69, -1.22, -1.79)  0.49
H (-0.42, -3.36, 1.88)  0.39
C (0.78, -0.37, 3.17)  -1.27
H (0.43, 0.27, 2.36)  0.32
H (0.32, -0.03, 4.10)  0.32
H (1.86, -0.23, 3.27)  0.21
H (0.44, -3.59, 4.14)  0.41
H (1.34, -2.24, 4.85)  0.42
H (3.47, -1.94, 2.05)  0.25
C (4.38, -2.13, 5.39)  -1.47
H (3.83, -3.04, 5.61)  0.28
H (5.41, -2.26, 5.69)  0.46
H (3.96, -1.33, 6.01)  0.31
H (5.13, 0.20, 4.16)  0.33
H (6.29, -1.02, 3.67)  0.43
H (5.13, -0.40, 2.49)  0.34

***

Look up the E of the fourth one.
-910.3791 a.u.

***

What is the formula in the second record?
C19H37ClO5S